Entry 1:
Entry from the Open Molecules 2025 dataset: a structure of composition C44H41BrN5O2RhSb2Se (the ωB97M-V functional and the def2-TZVPD basis).

Each line ends with the Löwdin spin population.
Positions of all 97 atoms, in Å:
Rh -0.355 1.234 -0.372  0.9266
C -2.614 -0.347 -3.444  0.0077
C -3.887 -0.192 -2.609  0.0005
C -3.861 -0.995 -1.311  -0.0008
Sb -2.067 -0.708 -0.122  0.0006
C -2.905 -1.367 1.723  0.0003
C -4.141 -0.868 2.119  0.0009
C -4.758 -1.353 3.262  -0.0002
C -4.132 -2.329 4.025  0.0007
C -2.874 -2.789 3.664  -0.0001
C -2.259 -2.307 2.518  0.0006
C -1.162 -2.540 -0.780  0.0004
C -1.731 -3.768 -0.459  0.0001
C -1.131 -4.948 -0.877  0.0002
C 0.044 -4.904 -1.614  -0.0001
C 0.609 -3.682 -1.948  0.0000
C 0.005 -2.500 -1.537  -0.0009
Sb -1.017 1.016 -2.837  0.0152
C -2.301 2.754 -2.908  0.0028
C -2.672 3.351 -4.109  0.0002
C -3.470 4.487 -4.112  -0.0004
C -3.921 5.028 -2.917  0.0002
C -3.576 4.425 -1.716  -0.0001
C -2.769 3.297 -1.713  0.0019
C -0.210 1.241 -4.799  -0.0075
C 0.277 2.463 -5.247  0.0027
C 0.660 2.606 -6.573  0.0003
C 0.564 1.533 -7.448  -0.0002
C 0.116 0.302 -6.991  -0.0001
C -0.265 0.155 -5.665  -0.0010
H -2.812 -0.098 -4.487  0.0006
H -2.260 -1.380 -3.402  0.0000
H -4.741 -0.530 -3.204  0.0003
H -4.059 0.866 -2.392  0.0001
H -3.892 -2.065 -1.526  0.0001
H -4.727 -0.749 -0.697  0.0000
H -4.626 -0.095 1.533  0.0001
H -5.730 -0.975 3.552  0.0000
H -4.624 -2.728 4.903  0.0000
H -2.372 -3.531 4.272  0.0000
H -1.277 -2.671 2.234  0.0000
H -2.648 -3.803 0.119  0.0000
H -1.575 -5.901 -0.620  0.0000
H 0.522 -5.823 -1.929  0.0000
H 1.527 -3.644 -2.521  0.0000
H 0.462 -1.548 -1.792  -0.0006
H -2.324 2.937 -5.048  0.0000
H -3.740 4.954 -5.051  0.0000
H -4.536 5.918 -2.921  0.0000
H -3.928 4.836 -0.778  0.0000
H -2.487 2.857 -0.763  -0.0010
H 0.348 3.299 -4.561  0.0053
H 1.032 3.560 -6.925  0.0000
H 0.839 1.655 -8.487  0.0000
H 0.058 -0.543 -7.665  0.0000
H -0.609 -0.807 -5.304  -0.0001
Br 7.529 0.512 3.647  0.0228
C 5.898 0.194 4.571  0.1016
C 5.750 -0.963 5.328  -0.0116
C 4.552 -1.213 5.961  0.0859
C 3.467 -0.327 5.818  0.0321
C 3.663 0.863 5.081  0.0909
C 4.867 1.116 4.461  -0.0114
N 2.257 -0.703 6.316  0.5091
N 1.203 0.005 6.116  0.5500
C 0.542 0.271 5.001  0.0509
C -0.440 1.293 5.018  0.1236
C -0.993 1.781 3.864  -0.0093
C -0.599 1.310 2.591  0.1369
O -1.048 1.857 1.513  0.1999
C 0.290 0.180 2.548  0.0408
N 0.602 -0.321 1.328  0.0970
C 1.347 -1.404 1.244  -0.0167
C 1.805 -2.093 2.366  0.0434
C 1.539 -1.579 3.615  -0.0141
C 0.806 -0.394 3.737  0.0601
H 6.569 -1.665 5.404  -0.0027
H 4.405 -2.114 6.542  0.0044
H 2.852 1.575 5.007  0.0065
H 5.006 2.020 3.883  -0.0027
H -0.692 1.730 5.975  0.0068
H -1.728 2.574 3.896  -0.0041
H 1.598 -1.741 0.248  -0.0011
H 2.365 -3.010 2.243  0.0035
H 1.879 -2.098 4.500  0.0012
C 5.720 0.548 -1.040  0.0000
N 4.412 0.160 -1.527  -0.0003
C 3.226 0.429 -0.914  0.0023
N 3.314 1.031 0.307  0.0040
O 2.154 0.076 -1.409  0.0013
H 6.480 0.075 -1.657  0.0000
H 5.866 0.209 -0.013  0.0001
H 5.874 1.631 -1.084  0.0000
H 4.340 -0.221 -2.452  0.0000
H 4.120 1.592 0.522  0.0002
H 2.433 1.366 0.662  0.0045
Se 0.753 3.160 -0.960  0.9394

Cartesian forces, eV/Å:
-0.5 -0.6 0.4
0.1 -0.1 0.2
0.1 0.0 0.1
0.1 0.3 0.1
-0.5 -0.8 -0.2
0.2 0.2 -0.1
0.0 0.0 -0.1
0.0 0.0 0.0
0.0 0.0 0.0
0.0 0.0 0.0
0.1 0.0 -0.1
0.0 0.3 0.2
0.0 0.0 -0.1
0.0 0.0 0.0
0.0 0.0 0.0
0.0 0.0 -0.1
-0.1 0.0 -0.1
-0.7 0.8 -0.5
0.1 -0.2 -0.1
0.0 -0.1 0.1
0.0 0.0 -0.1
0.0 0.0 0.0
0.0 0.0 0.0
0.0 0.0 0.0
0.2 -0.2 0.3
0.1 0.0 0.1
0.0 0.1 0.0
0.0 0.0 0.0
0.0 0.0 0.0
0.0 0.0 0.0
0.1 0.1 0.0
0.0 0.0 -0.1
0.0 0.1 0.0
-0.1 0.0 0.0
0.0 0.0 0.1
0.0 0.0 0.0
-0.1 0.0 0.0
0.0 0.0 0.0
0.0 0.0 0.0
0.0 0.0 0.0
0.0 -0.1 0.0
0.0 -0.1 0.0
0.0 0.0 0.0
0.0 0.0 0.0
0.0 0.0 0.0
0.1 0.0 0.1
0.0 0.0 0.0
0.0 0.0 0.0
0.0 0.0 0.0
0.0 0.0 0.0
0.0 0.0 0.0
0.0 0.0 -0.1
0.0 0.0 0.0
0.0 0.0 0.0
0.0 0.0 0.0
0.0 0.0 -0.1
-0.1 0.0 0.1
0.0 0.0 -0.1
0.1 0.0 0.0
-0.3 0.0 0.0
0.4 0.7 -0.4
-0.2 -0.1 0.2
0.1 0.0 0.0
-0.2 -1.3 0.2
-0.1 1.0 0.3
0.1 -0.4 -0.1
0.0 0.0 0.0
0.0 -0.1 -0.1
-0.2 0.2 0.0
0.2 0.1 0.1
0.2 -0.2 0.2
0.0 0.2 -0.2
0.1 0.0 -0.1
-0.1 0.0 0.2
0.1 -0.1 -0.1
-0.1 0.3 -0.1
0.0 0.0 0.0
0.0 0.0 0.0
0.0 0.0 0.0
0.0 0.0 0.0
0.0 0.0 0.0
0.0 0.1 0.0
0.0 0.0 0.0
0.0 0.0 0.0
0.0 0.0 0.0
-0.1 0.1 0.1
0.3 0.0 -0.1
-0.2 -0.3 -0.2
0.0 0.0 0.1
0.4 -0.1 0.0
0.0 0.0 0.0
0.0 0.0 0.0
0.0 0.0 0.0
-0.1 0.0 0.0
0.0 0.0 0.0
-0.1 0.1 0.0
0.2 0.3 0.0

Energy relative to the best compared isomer or geometry (same formula, charge and spin) in kJ/mol: 0.00
⟨S²⟩: 6.1157
Net charge: 0
Multiplicity: 5
LUMO (alpha / beta) in eV: -0.176 / -0.922

=====

Entry 2:
Entry from the Open Molecules 2025 dataset: a structure of composition C25H18Cl2IrN2S4 (the ωB97M-V functional and the def2-TZVPD basis).

Each line ends with the Löwdin charge.
Positions of all 52 atoms, in Å:
Ir 0.534 0.402 -0.176  0.7824
S -1.058 0.468 -3.217  0.6642
C -1.687 -1.079 -2.757  -0.6782
C -3.051 -1.376 -2.894  -0.1074
C -3.561 -2.608 -2.551  -0.0888
C -2.714 -3.581 -2.017  -0.0880
C -1.377 -3.304 -1.828  -0.1170
C -0.860 -2.066 -2.204  -0.5555
S 0.790 -1.589 -2.008  0.9089
C 1.293 -2.590 -0.585  -0.3983
C 2.457 -1.908 0.074  -0.4028
C 3.643 -2.562 0.186  -0.0883
C 4.729 -1.889 0.835  -0.1139
C 4.530 -0.673 1.364  -0.0666
C 3.226 -0.011 1.304  -0.4128
C 3.017 1.141 1.954  -0.0416
S 1.928 1.849 -1.223  0.5907
C 0.877 3.153 -1.680  -0.6704
C 1.397 4.402 -2.039  -0.1190
C 0.559 5.426 -2.417  -0.0906
C -0.829 5.226 -2.454  -0.1063
C -1.351 4.002 -2.115  -0.1153
C -0.508 2.956 -1.719  -0.6400
S -1.176 1.416 -1.285  0.5957
N 2.224 -0.652 0.553  -0.1096
H -3.698 -0.596 -3.276  0.1011
H -4.615 -2.813 -2.676  0.0985
H -3.102 -4.553 -1.746  0.1041
H -0.733 -4.055 -1.394  0.1024
H 1.557 -3.603 -0.881  0.0804
H 0.449 -2.606 0.106  0.0340
H 3.747 -3.560 -0.216  0.0846
H 5.700 -2.365 0.905  0.0901
H 5.326 -0.149 1.876  0.0965
H 3.838 1.598 2.487  0.0334
H 2.060 1.634 1.950  -0.0199
H 2.468 4.549 -2.005  0.0995
H 0.974 6.390 -2.680  0.0972
H -1.489 6.033 -2.738  0.0929
H -2.420 3.832 -2.135  0.1032
Cl -0.568 2.353 2.839  0.6504
C -1.324 0.827 3.187  -0.6108
C -2.010 0.702 4.380  -0.1545
C -2.651 -0.478 4.723  -0.1439
C -2.607 -1.548 3.833  -0.1527
C -1.926 -1.421 2.646  -0.6041
Cl -1.906 -2.768 1.538  0.6890
C -1.224 -0.244 2.266  -0.4709
N -0.560 -0.220 1.148  -0.1951
H -2.037 1.557 5.043  0.0908
H -3.179 -0.564 5.663  0.0814
H -3.099 -2.485 4.057  0.0911

Cartesian forces, eV/Å:
-0.4 -1.2 -0.8
0.0 0.7 -0.4
-0.9 -1.0 0.3
0.2 0.4 -0.2
0.0 -0.3 0.2
-0.2 0.2 -0.2
0.0 -0.1 0.0
-0.1 0.5 -0.1
1.1 -0.5 -0.3
0.0 0.0 0.1
-0.1 0.4 0.3
0.2 -0.1 0.0
-0.1 -0.1 0.0
-0.1 0.1 0.0
0.1 -0.4 0.0
0.0 0.4 0.2
0.6 0.5 0.1
-0.1 -0.5 -0.2
0.0 0.1 -0.1
-0.3 -0.1 0.0
0.2 0.4 -0.1
0.0 -0.4 0.2
0.2 1.2 -0.4
-0.2 -0.4 0.7
0.1 -0.2 0.0
0.0 0.0 0.0
0.0 0.0 0.0
0.0 0.0 0.0
0.1 0.0 0.0
0.1 0.1 0.0
0.0 0.0 0.0
0.0 0.0 0.0
0.0 0.0 0.0
0.0 0.0 0.0
0.0 0.0 0.1
-0.1 0.1 0.0
0.0 0.0 0.0
0.0 0.0 0.0
0.0 0.0 0.0
-0.1 0.0 0.0
0.0 0.0 -0.1
-0.2 0.3 0.6
0.1 0.0 -0.2
-0.1 -0.1 0.2
0.1 0.2 -0.1
-0.3 -0.2 0.4
0.0 0.0 -0.1
0.1 -0.6 -0.5
0.2 0.9 0.6
0.0 0.0 0.0
0.0 0.0 0.0
0.0 0.0 0.0

Energy relative to the best compared isomer or geometry (same formula, charge and spin) in kJ/mol: 0.00
Net charge: -1
Multiplicity: 1
LUMO in eV: 2.073